1.
C24H24ClF3N3O10P | ωB97M-V with the def2-TZVPD basis set

Kohn-Sham gap   0.2834 Eh

Cartesian coordinates (Å):
1 C -3.15567 2.85294 1.28864
2 C -2.26030 3.10267 0.09234
3 O -2.37733 1.99275 -0.76940
4 C -1.37181 1.92210 -1.73972
5 C -0.04378 1.57363 -1.11402
6 N 0.93737 2.39146 -1.33953
7 N 2.10509 2.12030 -0.73936
8 C 3.15209 3.10933 -0.99642
9 C 3.13544 4.23880 0.01416
10 O 3.19783 3.78421 1.34237
11 C 4.14464 4.44594 2.15443
12 C 3.59233 4.50347 3.57613
13 F 2.27858 4.74687 3.57387
14 F 3.81555 3.38158 4.25919
15 F 4.18034 5.52308 4.22950
16 C 2.25355 1.05176 0.03803
17 Cl 3.79212 0.84208 0.76225
18 C 1.24643 0.10523 0.26043
19 P 1.43694 -1.40825 1.30046
20 N 2.87716 -1.96571 1.37339
21 O 0.48441 -2.49035 0.64904
22 O 0.77707 -1.00281 2.67922
23 C 0.02834 0.39797 -0.32793
24 C -1.16050 -0.47395 -0.07585
25 O -1.49508 -0.43870 1.12370
26 O -1.62105 -1.11037 -1.02643
27 H -3.06386 1.81295 1.59013
28 H -2.84955 3.45002 2.14098
29 H -4.19418 3.02723 1.02636
30 H -1.23960 3.24390 0.46631
31 H -2.54319 4.03392 -0.40377
32 H -1.28543 2.84780 -2.31140
33 H -1.65114 1.14220 -2.44183
34 H 4.11344 2.63839 -1.14491
35 H 2.87573 3.55710 -1.94583
36 H 2.20735 4.80060 -0.11160
37 H 3.93732 4.92523 -0.25512
38 H 4.28626 5.48012 1.85463
39 H 5.07847 3.88739 2.13915
40 H 3.17637 -1.96366 2.34343
41 H 1.06160 -3.20888 0.35244
42 H -0.10344 -0.61577 2.46995
43 C -1.08170 -3.14684 -3.88645
44 C -0.53565 -1.95645 -3.65030
45 C 0.31556 -1.29105 -4.66245
46 O 0.81822 -0.20360 -4.44491
47 C 0.53917 -1.99229 -5.95169
48 C -0.00729 -3.18125 -6.18759
49 C -0.86299 -3.85322 -5.17201
50 O -1.35832 -4.93641 -5.39622
51 H -1.70588 -3.64917 -3.15759
52 H -0.68634 -1.42042 -2.71303
53 H 1.16449 -1.48523 -6.67618
54 H 0.14042 -3.71398 -7.11852
55 C -2.76649 -3.34162 1.67852
56 C -3.60797 -2.97373 2.64131
57 C -3.95085 -3.88634 3.75683
58 O -4.71925 -3.55629 4.63624
59 C -3.31707 -5.23117 3.76190
60 C -2.47473 -5.60045 2.80184
61 C -2.13357 -4.68066 1.68571
62 O -1.36303 -5.01312 0.81101
63 H -2.50334 -2.68653 0.85937
64 H -4.07708 -1.99813 2.65476
65 H -3.58073 -5.88221 4.58595
66 H -2.00152 -6.57440 2.78605


2.
C24H24FeN2O5SSbSe3Te | ωB97M-V with the def2-TZVPD basis set

Multiplicity   6
⟨S²⟩   8.798
Total charge   -2
Kohn-Sham gap (alpha / beta)   0.2159 / 0.1772 Eh

Cartesian coordinates (Å):
1 Fe -0.24890 0.66579 0.31383
2 N -1.61839 -0.69183 -0.69348
3 C -2.83449 0.05431 -1.07107
4 C -2.35389 1.35491 -1.71172
5 O -2.75334 1.67930 -2.84151
6 N -1.47507 1.94828 -0.91699
7 C -0.65216 2.98278 -1.49774
8 C 0.74158 2.40754 -1.76855
9 O 1.50645 2.94362 -2.56031
10 O 1.03336 1.34071 -1.08319
11 H -1.12966 -0.98738 -1.53383
12 H -1.86303 -1.53292 -0.17009
13 H -3.39606 0.25529 -0.15663
14 H -3.47239 -0.49610 -1.76331
15 H -0.52834 3.81387 -0.79382
16 H -1.06055 3.37445 -2.42964
17 Se 0.42044 2.59667 1.84373
18 Se 0.44956 4.27922 3.35401
19 Te -2.64428 2.23149 4.24266
20 Se -1.72103 1.48247 2.13551
21 S 1.43839 -1.98364 -0.34694
22 Sb 0.50154 -3.81043 1.10990
23 C 2.67050 -4.04041 1.80517
24 C 3.81403 -4.22230 1.02197
25 C 5.08751 -4.19653 1.56938
26 C 5.25423 -3.97264 2.93375
27 C 4.13862 -3.79556 3.73520
28 C 2.86630 -3.83611 3.16902
29 C -2.01835 -3.95704 0.42730
30 C -2.61364 -3.22720 1.46707
31 C -3.94092 -2.80691 1.45665
32 C -4.74836 -3.11388 0.37207
33 C -4.20966 -3.85038 -0.67938
34 C -2.88172 -4.25497 -0.63782
35 C 0.85095 -5.21537 -0.47393
36 C 0.19734 -5.05739 -1.69390
37 C 0.29259 -6.02422 -2.68359
38 C 1.03556 -7.17692 -2.46271
39 C 1.69076 -7.34673 -1.25326
40 C 1.59560 -6.37151 -0.26686
41 H 3.70788 -4.37108 -0.04912
42 H 5.95646 -4.33760 0.93552
43 H 6.24881 -3.92363 3.36198
44 H 4.25745 -3.60974 4.79718
45 H 2.00135 -3.67862 3.81100
46 H -2.00741 -2.95254 2.33374
47 H -4.33520 -2.21489 2.27673
48 H -5.77619 -2.77180 0.33551
49 H -4.82775 -4.08678 -1.54000
50 H -2.50940 -4.83575 -1.48184
51 H -0.39961 -4.17057 -1.86910
52 H -0.22321 -5.88206 -3.62616
53 H 1.09472 -7.94260 -3.22742
54 H 2.28007 -8.23913 -1.07485
55 H 2.11309 -6.51627 0.67448
56 C 3.78038 -0.66007 1.27091
57 O 2.59840 0.05596 0.89902
58 C 1.47446 -0.68257 0.88986
59 O 0.69401 -0.70201 1.84181
60 H 4.57759 0.07850 1.26852
61 H 3.99900 -1.45206 0.55413
62 H 3.67244 -1.09357 2.26951